(1)
{"formula": "C2Br4O", "method": "ωB97M-V with the def2-TZVPD basis set", "elements": ["Br", "C", "Br", "Br", "C", "Br", "O"], "xyz": [[1.10, 0.95, -2.23], [0.31, -0.55, 0.50], [-1.67, -0.56, -1.77], [-1.08, 2.14, -0.24], [-0.29, 0.54, -1.02], [1.39, -1.86, -0.19], [0.05, -0.19, 1.54]], "lowdin_spin": [0.1989, 0.4645, 0.1262, 0.1269, 0.4405, 0.3278, 0.3152], "gap_ev": [5.721, 6.677], "de_lowest_kcal_mol": 49.5, "energy_ev": -284285.6583, "spin_multiplicity": 3}

(2)
{"formula": "C5H9NS", "method": "ωB97M-V with the def2-TZVPD basis set", "elements": ["H", "H", "H", "H", "C", "H", "H", "H", "H", "C", "C", "H", "N", "S", "C", "C"], "xyz": [[-1.62, 1.94, -1.03], [2.68, -1.73, -0.09], [-1.58, 1.40, 0.77], [-1.52, -2.48, -0.13], [-0.40, -0.64, -0.04], [-2.47, -0.75, -0.59], [-0.73, 2.98, 0.13], [0.74, -2.37, 0.74], [1.05, 1.02, -0.54], [2.18, -0.82, -0.16], [0.05, 0.86, 0.09], [0.26, 1.03, 1.19], [0.93, -1.40, 0.17], [3.05, 0.48, -0.15], [-1.52, -1.37, -0.34], [-1.10, 1.85, -0.05]], "mulliken_charge": [0.3072, 0.3241, 0.4088, 0.2447, 0.2776, 0.2183, 0.2553, 0.2969, 0.1561, -0.0636, -0.0100, 0.2817, -0.2634, -0.3931, -0.7037, -1.3370], "gap_ev": 8.464, "de_lowest_kcal_mol": 95.2, "energy_ev": -17652.0669, "spin_multiplicity": 1, "smiles": "C=C(CC)NC=S"}

(3)
{"formula": "C3H6N2O2", "method": "ωB97M-V with the def2-TZVPD basis set", "elements": ["C", "H", "H", "H", "N", "O", "O", "H", "C", "H", "H", "C", "N"], "xyz": [[-0.06, -0.56, 1.11], [1.87, 0.02, -2.09], [0.31, -1.57, 1.03], [-0.54, -0.52, 2.11], [1.24, -0.14, -1.30], [1.03, 0.37, 0.94], [-2.30, -1.02, 0.73], [-0.66, 0.82, -1.12], [1.67, 0.41, -0.24], [-2.36, 0.82, -0.89], [2.59, 1.00, -0.16], [-1.36, -0.34, 0.37], [-1.44, 0.72, -0.48]], "mulliken_charge": [-0.2223, 0.2030, 0.3009, 0.2774, -0.7012, -0.3475, -0.6008, 0.2448, 0.2157, 0.2693, 0.3852, 0.3928, -0.4173], "gap_ev": 10.645, "de_lowest_kcal_mol": 36.0, "energy_ev": -10283.2365, "spin_multiplicity": 1, "smiles": "[H]/N=C/OCC(N)=O"}

(4)
{"formula": "C3H8NS2", "method": "ωB97M-V with the def2-TZVPD basis set", "elements": ["C", "S", "H", "H", "S", "H", "H", "H", "C", "N", "H", "H", "H", "C"], "xyz": [[0.60, -0.97, -0.60], [-0.44, -2.50, -0.18], [-1.73, -0.03, -0.19], [1.47, 0.11, 0.99], [-0.27, 0.11, -2.01], [0.91, 1.79, 0.01], [0.35, -3.42, -0.81], [-0.29, 1.66, 1.30], [-0.01, 1.14, 0.34], [0.60, -0.18, 0.62], [-1.58, 1.80, -0.82], [1.58, -1.21, -1.15], [0.10, -0.57, 1.41], [-1.18, 0.87, -0.63]], "mulliken_charge": [-0.3503, -0.1566, 0.2651, 0.3257, 0.0114, 0.3405, 0.2067, 0.4031, -0.6439, -0.1381, 0.4530, 0.4594, 0.3728, -0.5490], "gap_ev": 9.609, "total_charge": 1, "de_lowest_kcal_mol": 35.6, "energy_ev": -26392.7470, "spin_multiplicity": 1, "smiles": "S[C@@H]1[NH2+]CCS1"}

(5)
{"formula": "C27H43BNO25PS", "method": "ωB97M-V with the def2-TZVPD basis set", "elements": ["C", "P", "C", "H", "H", "O", "O", "C", "N", "H", "H", "H", "H", "H", "O", "O", "C", "O", "H", "H", "H", "C", "C", "H", "H", "H", "H", "C", "O", "H", "H", "H", "O", "C", "C", "C", "H", "O", "H", "C", "C", "C", "H", "O", "H", "H", "O", "H", "O", "C", "H", "C", "H", "O", "C", "H", "C", "O", "O", "O", "H", "C", "O", "H", "H", "C", "O", "H", "C", "C", "C", "O", "H", "O", "C", "H", "H", "O", "H", "H", "O", "B", "H", "O", "C", "H", "O", "O", "H", "C", "S", "H", "H", "H", "O", "H", "H", "C", "C"], "xyz": [[2.35, 1.85, 2.15], [-0.62, 3.22, 1.60], [-0.41, 0.55, 2.26], [-4.76, -2.42, -1.49], [1.67, 7.54, 4.89], [3.78, -3.71, 2.93], [0.80, -0.12, -1.95], [-6.28, -2.01, 1.22], [-1.73, 3.89, 0.72], [-4.16, -3.31, -0.07], [-3.87, 0.16, 1.82], [7.36, -4.25, -1.97], [0.53, 4.01, 1.62], [1.69, 1.91, 3.02], [1.72, 0.13, 0.38], [4.41, 3.07, 2.08], [-1.52, 1.00, -3.88], [-6.91, -6.40, -4.45], [7.02, -2.72, -0.10], [-6.22, -5.99, -6.36], [8.63, -3.23, -2.67], [-2.92, 0.62, 1.57], [-6.75, -5.50, -5.55], [5.05, 2.04, -0.32], [-2.03, 3.33, -0.06], [-6.16, -4.63, -0.50], [-6.21, -3.39, -5.33], [-1.77, -0.17, 2.17], [5.59, -2.90, 1.85], [1.21, 6.86, 3.31], [3.05, 1.03, 2.33], [8.74, -2.38, -0.39], [-2.05, -0.46, 3.56], [2.60, -1.74, 3.01], [4.36, 1.30, -0.71], [-6.81, -5.70, -3.30], [-2.86, 0.59, 0.47], [-6.80, -3.20, 0.87], [1.81, -3.71, 3.57], [1.51, 1.54, 0.90], [-0.01, 1.51, 1.11], [1.35, 4.43, 4.69], [2.31, -0.95, 3.69], [-0.41, 1.07, -0.21], [-2.94, -0.83, 3.61], [-2.92, 1.68, 1.85], [7.40, -1.10, -1.32], [0.99, 3.80, -1.37], [0.04, 4.76, 4.76], [1.26, 6.67, 4.38], [0.36, -0.21, 2.35], [-2.63, 2.40, -5.28], [-1.66, -1.13, 1.67], [-6.62, -1.36, 2.16], [-1.46, 0.46, -5.29], [4.09, 0.62, 0.10], [-5.97, -4.36, -4.92], [-1.98, 2.35, -4.09], [-7.06, -6.13, -2.22], [6.10, -0.34, -2.98], [-0.43, 1.08, 3.21], [-6.30, -3.55, -0.43], [-6.39, -4.44, -3.55], [-2.26, 0.48, -3.26], [3.47, 2.88, -1.88], [4.54, -2.73, 2.39], [6.72, -2.51, -2.89], [-7.74, -5.19, -5.90], [6.69, -1.23, -2.45], [-5.01, -2.76, -0.49], [3.20, 3.10, 2.04], [-2.46, 1.24, -5.96], [-1.70, -0.59, -5.37], [1.76, 3.31, 4.70], [7.75, -2.41, -0.85], [-0.49, 0.65, -5.77], [-0.56, 1.00, -3.37], [-3.27, 3.32, -5.66], [3.00, -3.04, 4.71], [-0.15, 6.38, 6.02], [1.38, 3.68, -0.50], [2.01, 2.46, -0.36], [4.89, 0.71, -1.46], [3.94, -1.53, 2.54], [-0.06, 6.18, 4.95], [-0.93, 6.56, 4.43], [-0.08, -1.43, -0.06], [2.12, 5.53, 4.60], [-7.02, -3.24, -1.19], [2.71, -3.11, 3.66], [0.50, -0.22, -0.56], [2.68, 1.34, -2.11], [-4.89, -4.52, -4.96], [-1.01, 3.11, 2.94], [-5.30, -1.64, 0.36], [1.93, -1.75, 2.15], [2.69, 4.07, 1.89], [3.13, 1.98, -1.34], [7.69, -3.23, -2.12]], "mulliken_charge": [-0.0916, 0.9546, -1.0080, 0.2727, 0.3165, -0.3399, -0.6678, 0.6001, -0.9605, 0.2514, 0.3253, 0.3078, -0.2030, 0.3551, -0.3387, -0.5539, 0.3976, -0.3433, 0.0347, 0.3033, 0.2646, -0.8313, -0.3502, 0.3290, 0.3190, 0.2875, 0.2969, 0.4766, -0.5790, 0.2556, -0.3695, 0.2848, -0.5761, 0.4336, -0.4725, 0.6382, 0.0888, -0.3594, 0.3237, -0.1781, 1.2429, 0.7008, 0.2119, 0.0692, 0.4075, 0.1547, -0.3219, 0.2687, -0.2836, -0.3135, -0.6140, 0.6128, 0.1399, -0.5445, -0.3416, 0.0001, -0.3233, -0.3084, -0.4897, -0.5889, 0.8501, -0.1025, -0.2602, 0.1183, 0.3773, 0.5182, -0.3380, 0.2607, 0.6701, -0.2949, -0.1002, -0.3392, 0.3046, -0.5424, 0.0325, 0.2870, -0.2222, -0.5343, 0.2504, 0.2744, -0.7061, 0.3682, 0.0864, -0.2740, -0.3598, 0.3121, -0.7210, -0.3147, 0.1425, -0.3548, 1.1371, 0.2104, 0.2655, 0.1049, -0.2342, -0.1280, 0.3173, -0.2896, -0.3456], "gap_ev": 8.837, "energy_ev": -102173.5071, "spin_multiplicity": 1, "smiles": "CCB(O)[C@]1(CC=O)OS(=O)(=O)O[C@]1(C[C@H](C)O)[PH2]=N.O=C1OCCO1.O=C1OCCO1.O=C1OCCO1.O=C1OCCO1.O=C1OCCO1.O=C1OCCO1"}

(6)
{"formula": "C3H9NO2", "method": "ωB97M-V with the def2-TZVPD basis set", "elements": ["O", "H", "H", "H", "H", "N", "H", "C", "C", "H", "H", "H", "H", "C", "O"], "xyz": [[-0.48, 1.28, -2.02], [-0.59, 0.61, 1.30], [1.28, 0.38, -0.27], [-0.86, 0.53, -1.53], [-0.70, -1.33, 3.04], [-0.31, -1.30, 2.10], [-0.95, -1.71, -0.06], [0.86, 1.07, -2.20], [1.69, 0.72, -1.22], [2.73, 1.03, -1.23], [-2.11, -0.32, 1.78], [1.17, 1.08, -3.24], [0.63, -0.93, 2.22], [-1.12, -0.34, 1.33], [-1.23, -0.79, 0.00]], "mulliken_charge": [-0.4905, 0.2526, 0.0395, 0.3308, 0.2351, -0.5872, 0.2838, -0.0185, -0.4777, 0.2810, 0.3200, 0.3286, 0.2203, -0.2140, -0.5039], "gap_ev": 9.704, "de_lowest_kcal_mol": 57.6, "energy_ev": -8840.4559, "spin_multiplicity": 1, "smiles": "C=CO.NCO"}

(7)
{"formula": "C5H8NO", "method": "ωB97M-V with the def2-TZVPD basis set", "elements": ["H", "H", "H", "H", "C", "O", "C", "C", "C", "C", "H", "H", "H", "N", "H"], "xyz": [[-2.94, -0.30, 1.07], [-2.85, -0.36, -0.68], [4.69, 0.52, 1.28], [-0.69, -0.55, 1.29], [-2.37, 0.03, 0.20], [3.73, 0.42, 1.02], [0.18, 0.76, -0.05], [-0.90, -0.33, 0.24], [2.58, -0.04, -0.82], [1.31, 0.50, -0.59], [2.62, -0.49, -1.80], [-0.58, -1.32, -0.39], [-2.43, 1.19, 0.07], [3.74, -0.04, -0.20], [-0.08, 1.75, 0.51]], "mulliken_charge": [0.3103, 0.2943, 0.4206, 0.2903, -0.9955, -0.2407, -0.0282, -0.2162, -0.1276, 0.1958, 0.3304, 0.3130, 0.2882, -0.1495, 0.3148], "gap_ev": 7.951, "total_charge": 1, "de_lowest_kcal_mol": 121.6, "energy_ev": -8839.4879, "spin_multiplicity": 1}